1.
Entry from the Open Molecules 2025 dataset: a structure of composition CH22InLi2O14P (ωB97M-V/def2-TZVPD).

Last column: Mulliken charge in e.
Cartesian coordinates (Å):
1 Li -2.3898 -1.1278 -1.6111  0.8386
2 Li -0.6398 1.9281 -0.8753  0.7665
3 In -0.9972 -3.3197 1.4055  0.9267
4 P -0.3418 -0.3528 -0.3958  0.9181
5 O 0.4844 -1.6346 -0.5405  -0.6676
6 O 0.2384 0.7905 0.4401  -0.7920
7 O -1.6761 -0.7817 0.2611  -1.2983
8 O -0.7459 0.2014 -1.7934  -0.6249
9 O 1.4480 -3.1904 -2.5142  -0.6685
10 H 1.0167 -2.6647 -1.8162  0.3963
11 H 1.9622 -3.8834 -2.0839  0.3320
12 O 0.6063 -1.3955 2.9140  -0.5037
13 H 0.7675 -0.5280 2.5246  0.2147
14 H 0.8254 -1.2936 3.8510  0.2966
15 O 2.6839 0.9523 1.4754  -0.4250
16 H 1.7752 1.0017 1.0960  0.3791
17 H 2.9219 -0.0049 1.5204  0.4579
18 O 2.3609 -0.0211 -2.0300  -0.4407
19 H 1.7788 0.7076 -2.2850  0.3508
20 H 1.7795 -0.7409 -1.7276  0.4149
21 O 2.8459 -1.6538 0.8990  -0.6818
22 H 2.0096 -1.6173 0.3831  0.3622
23 H 2.8635 -2.5045 1.3528  0.3369
24 O -0.2280 -1.4589 -3.9869  -0.5308
25 H 0.2739 -2.2246 -3.6488  0.5414
26 H -0.2442 -0.8032 -3.2761  0.2245
27 O -1.4537 1.7834 -4.1252  -0.5887
28 H -1.9371 1.1436 -4.6638  0.3327
29 H -1.0598 1.2848 -3.3997  0.3630
30 O -4.0012 0.2043 -0.4249  -0.6774
31 H -4.7404 -0.0219 0.1560  0.3110
32 H -3.2173 -0.0607 0.0757  0.4262
33 O -2.7510 0.9128 2.4597  -0.5440
34 H -2.3135 0.3942 1.7663  0.3315
35 H -2.2907 1.7658 2.5023  0.4181
36 C 0.5737 3.2548 2.9326  -0.5162
37 O -0.4837 2.7543 2.1433  -0.4342
38 H 1.2596 3.8662 2.3343  0.3131
39 H 0.1106 3.8546 3.7145  0.2735
40 H 1.1060 2.4327 3.4536  0.2916
41 H -0.1805 2.0508 1.5369  0.5760

## Properties
Gap between HOMO and LUMO (eV): 2.6
Net charge: +2
2S+1: 1
Relative energy (zero: lowest compared OMol25 entry of this formula, charge and spin) (kJ/mol): 75.7

2.
Entry from the Open Molecules 2025 dataset: a cluster of 12 separate species, CH23O14 in total (ωB97M-V/def2-TZVPD).

Last column: Mulliken charge in e.
Cartesian coordinates (Å):
1 C 0.7920 0.0754 -0.4859  0.6075
2 O 0.7910 0.8484 -1.4659  -1.0096
3 O 0.4760 -1.2096 -0.6769  -0.4396
4 O 0.8960 0.4634 0.6481  -0.0744
5 H 0.4420 -1.4496 -1.6059  0.3025
6 O 1.5320 1.3194 3.2391  -0.6682
7 H 1.7510 0.4354 3.5501  0.3066
8 H 1.5260 1.3084 2.3131  0.2904
9 O -1.6910 -1.1156 -2.7049  -0.6678
10 H -1.2820 -0.3386 -3.0889  0.3292
11 H -2.6110 -1.2116 -3.0209  0.2929
12 O 0.1730 3.1644 1.3881  -0.6142
13 H -0.6990 3.2984 1.7631  0.3135
14 H 0.3080 2.2764 1.2221  0.2181
15 O -0.5320 -3.9496 0.6091  -0.6699
16 H 0.1250 -3.9706 -0.0469  0.3023
17 H -0.1720 -4.5706 1.2361  0.2993
18 O 3.1260 -0.3986 1.6391  -0.6787
19 H 3.2810 -1.3186 1.4281  0.2993
20 H 2.2800 -0.2866 1.2051  0.3553
21 O -1.8570 2.0554 -0.5739  -0.7403
22 H -1.9930 1.3694 0.0501  0.4200
23 H -1.0100 1.7544 -0.8729  0.3590
24 O 2.7300 2.4074 -1.3989  -0.7518
25 H 2.0410 1.7334 -1.2959  0.3282
26 H 3.3330 2.0954 -0.7509  0.3009
27 O -0.6800 1.8264 -3.4689  -0.6395
28 H 0.0190 1.6244 -2.8739  0.4624
29 H -0.2980 2.5344 -3.9479  0.2999
30 O -0.1080 -1.5166 2.0631  -0.6844
31 H 0.1800 -0.9546 1.3521  0.0954
32 H -0.2310 -2.4696 1.7291  0.3902
33 O -2.2940 0.2204 1.3081  -0.8350
34 H -2.3340 -0.7006 0.9571  0.5300
35 H -1.4720 0.2354 1.7581  0.3065
36 O -2.4870 -1.8106 -0.0919  -0.6703
37 H -2.3960 -1.4906 -0.9859  0.4654
38 H -1.6550 -2.2856 -0.1029  0.2688

## Properties
Gap between HOMO and LUMO (eV): 8.6
Net charge: -1
2S+1: 1
Relative energy (zero: lowest compared OMol25 entry of this formula, charge and spin) (kJ/mol): 239.2

3.
Entry from the Open Molecules 2025 dataset: a cluster of 11 separate species, CH24O11 in total (ωB97M-V/def2-TZVPD).

Last column: Mulliken charge in e.
Cartesian coordinates (Å):
1 O -0.0013 -0.4475 -0.1954  0.1101
2 H 0.0937 0.3095 0.4976  0.3115
3 H 0.7427 -1.1065 -0.0074  0.3440
4 H 0.2957 -0.0555 -1.0734  0.3531
5 C 1.0837 0.5975 2.5456  -0.8090
6 O 0.7597 1.3795 1.4706  -0.8591
7 H 1.3917 1.3045 3.0956  0.4564
8 H 1.6977 -0.2365 2.4056  0.2187
9 H -0.0083 0.2065 2.8736  0.1512
10 O -3.2193 -0.7655 -1.1494  -0.6565
11 H -3.8083 -0.3585 -0.5774  0.2933
12 H -2.6783 -0.0915 -1.4554  0.3022
13 O 0.2527 -0.7325 -3.1494  -0.5980
14 H -0.4673 -0.3685 -3.5904  0.2808
15 H 0.3997 -1.6745 -3.0474  0.2720
16 O -0.3213 -2.9405 1.9936  -0.6556
17 H -0.6823 -3.6575 2.5366  0.2854
18 H 0.1827 -3.5985 1.3476  0.3425
19 O -1.8393 -3.0055 -0.4404  -0.7006
20 H -2.3833 -2.1925 -0.5934  0.4285
21 H -1.5773 -2.8795 0.4936  0.3478
22 O -1.6923 1.6565 -1.4264  -0.6566
23 H -1.8493 1.9825 -0.6134  0.4892
24 H -0.7483 1.9205 -1.5334  0.2099
25 O 2.2847 -1.7855 -0.3234  -0.6245
26 H 2.2607 -2.3315 -1.1384  0.2848
27 H 3.3257 -1.8405 -0.3224  0.2972
28 O 2.7437 2.7815 0.6116  -0.7922
29 H 2.5647 3.6705 0.9256  0.2820
30 H 1.9327 2.1645 0.9746  0.4226
31 O -1.8713 2.2435 1.1916  -0.7292
32 H -0.9343 2.1205 1.1246  0.3677
33 H -2.3323 1.8585 1.9476  0.2871
34 O 1.0627 1.9285 -1.6554  -0.6891
35 H 1.5107 1.8585 -2.6764  0.3193
36 H 1.8297 2.0865 -1.0664  0.3129

## Properties
Gap between HOMO and LUMO (eV): 8.0
Net charge: 0
2S+1: 1
Relative energy (zero: lowest compared OMol25 entry of this formula, charge and spin) (kJ/mol): 321.2

4.
Entry from the Open Molecules 2025 dataset: a cluster of 12 separate species, CH25NO13 in total (ωB97M-V/def2-TZVPD).

Last column: Mulliken charge in e.
Cartesian coordinates (Å):
1 N 0.1999 -0.3582 0.3046  0.1368
2 H -0.2251 0.0318 1.1286  0.3310
3 H 0.3409 -1.3422 0.4476  0.2687
4 H 1.0539 0.0938 0.1316  0.1615
5 H -0.3591 -0.2342 -0.5084  0.2235
6 C -2.9661 -0.7402 -2.4284  0.5731
7 O -2.1111 -1.6272 -2.3744  -0.6495
8 O -4.2791 -0.9632 -2.4694  -0.4476
9 O -2.5771 0.4238 -2.7014  -0.8672
10 H -4.5311 -1.8842 -2.2744  0.3227
11 O -1.3711 -1.7552 2.8296  -0.5881
12 H -1.8331 -2.4432 2.3566  0.2889
13 H -0.6141 -2.2742 3.1446  0.3042
14 O -0.7611 2.0388 -1.9784  -0.7161
15 H -1.4151 1.4008 -2.3704  0.4317
16 H 0.1859 1.7488 -2.1684  0.2996
17 O -2.4291 0.7848 0.0786  -0.5775
18 H -2.7021 0.8088 -0.8204  0.3004
19 H -2.8421 -0.0572 0.3896  0.3047
20 O 3.2329 1.5258 -0.9564  -0.6616
21 H 3.7789 1.2698 -1.6844  0.2814
22 H 2.6839 2.2308 -1.3134  0.2959
23 O -0.5121 2.5738 2.4406  -0.6052
24 H -1.2551 2.0428 2.7746  0.2861
25 H -0.1751 2.9368 3.2216  0.2985
26 O 0.0169 -3.2132 -0.9414  -0.5963
27 H 0.4199 -3.8562 -0.3494  0.2747
28 H -0.9241 -3.3912 -1.0224  0.3217
29 O 3.2449 -1.0702 0.8576  -0.5425
30 H 3.8719 -1.3822 0.1866  0.2874
31 H 2.9489 -1.7852 1.3846  0.2691
32 O 2.3209 1.8648 1.5566  -0.6731
33 H 1.6609 2.4938 1.2696  0.3188
34 H 2.7159 1.6118 0.6926  0.3010
35 O 0.7089 0.2508 3.4066  -0.5636
36 H 0.1009 0.5918 4.1056  0.2944
37 H 1.0309 1.0018 2.9216  0.3047
38 O 1.1569 0.1608 -2.7044  -0.5846
39 H 1.6869 0.7268 -3.2724  0.3037
40 H 0.5209 -0.2352 -3.2904  0.2889

## Properties
Gap between HOMO and LUMO (eV): 7.6
Net charge: 0
2S+1: 1
Relative energy (zero: lowest compared OMol25 entry of this formula, charge and spin) (kJ/mol): 224.0

Look up the net charge of the second one. -1